C37H101CdN6O17 as an isolated structure in a non-equilibrium geometry, computed with wB97M-V/def2-TZVPD.

Summary:
**Net charge**: +1
**Lowest unoccupied orbital energy**: -0.128 hartree

Last column: Löwdin charge in e.
CARTESIAN COORDINATES (ANGSTROEM)
Cd1 11.73546 -18.03509 24.57381  1.41
C1 13.79023 -19.43722 22.36825  -0.29
O1 13.35903 -18.66400 23.43439  -0.50
H1 14.35917 -18.91339 21.59026  0.06
H2 14.32239 -20.32713 22.71871  0.04
H3 12.91697 -19.85454 21.83556  0.06
C2 16.23789 -20.37150 19.31335  -0.11
O2 16.47297 -20.25728 17.93375  -0.19
C3 16.47690 -21.48947 17.26007  -0.23
C4 17.21519 -21.35060 15.92966  -0.22
N1 16.59529 -20.27156 15.16360  -0.06
C5 17.46020 -19.76932 14.10032  -0.20
C6 16.82052 -18.67742 13.24570  -0.23
O3 17.20395 -17.39693 13.71484  -0.19
C7 16.56269 -16.32218 13.07982  -0.12
H4 17.02135 -20.88261 19.87738  0.09
H5 15.23324 -20.76984 19.49223  0.07
H6 16.19079 -19.35652 19.71717  0.09
H7 15.49542 -21.93772 17.07754  0.12
H8 17.07270 -22.25403 17.77561  0.12
H9 17.04053 -22.26595 15.35547  0.12
H10 18.29414 -21.29073 16.11871  0.12
H11 16.39406 -19.52104 15.81647  0.10
H12 17.73332 -20.61746 13.47174  0.12
H13 18.36738 -19.33207 14.53593  0.12
H14 15.74441 -18.77548 13.07928  0.12
H15 17.22656 -18.86309 12.24289  0.12
H16 16.83858 -16.26713 12.02268  0.09
H17 16.89779 -15.39553 13.54693  0.09
H18 15.47848 -16.35889 13.22971  0.08
C8 11.15583 -24.17676 18.85329  -0.11
O4 11.68251 -23.46610 17.77068  -0.17
C9 10.82633 -23.37909 16.65408  -0.23
C10 11.34616 -22.38928 15.65089  -0.21
N2 11.21038 -20.99198 16.04018  -0.05
C11 12.14699 -20.09337 15.43010  -0.22
C12 12.17418 -18.71000 16.10201  -0.19
O5 12.16843 -18.75545 17.52108  -0.21
C13 13.30784 -19.39121 18.03599  -0.13
H19 12.01467 -24.44295 19.47166  0.08
H20 10.69280 -25.13933 18.60221  0.09
H21 10.41543 -23.60323 19.42235  0.07
H22 9.80194 -23.04168 16.87541  0.12
H23 10.68430 -24.37075 16.21482  0.13
H24 10.89452 -22.44562 14.65564  0.12
H25 12.41073 -22.60466 15.45419  0.12
H26 11.23057 -20.91998 17.05104  0.07
H27 11.91915 -19.90135 14.37760  0.12
H28 13.17311 -20.49113 15.44354  0.10
H29 11.29150 -18.11792 15.85476  0.12
H30 13.01658 -18.12640 15.71517  0.12
H31 13.39026 -20.41129 17.64738  0.09
H32 13.20651 -19.53654 19.11879  0.07
H33 14.24540 -18.83004 17.96994  0.09
C14 13.01934 -15.60511 20.10342  -0.04
O6 12.34283 -15.67802 21.35687  -0.23
C15 12.26324 -14.48147 22.12176  -0.21
C16 13.56296 -13.95194 22.65308  -0.16
N3 14.17670 -14.88964 23.59562  -0.09
C17 15.40204 -14.32768 24.15402  -0.17
C18 15.99813 -15.22537 25.22499  -0.23
O7 17.18024 -14.59841 25.67957  -0.19
C19 17.83768 -15.35709 26.68957  -0.08
H34 14.06251 -15.28490 20.12416  0.09
H35 12.49671 -14.83307 19.52751  0.10
H36 12.90705 -16.56908 19.61538  0.09
H37 11.49976 -14.62332 22.88812  0.10
H38 11.78371 -13.69399 21.52078  0.13
H39 13.38960 -12.98171 23.11882  0.14
H40 14.27360 -13.79922 21.83110  0.12
H41 14.41111 -15.78459 23.17324  0.13
H42 15.19294 -13.35191 24.59714  0.13
H43 16.14913 -14.19410 23.36305  0.13
H44 16.29874 -16.16772 24.74603  0.13
H45 15.32976 -15.46450 26.05805  0.12
H46 18.89763 -15.11201 26.72515  0.09
H47 17.75103 -16.41062 26.44009  0.08
H48 17.38170 -15.06307 27.63775  0.09
C20 8.49542 -21.76347 20.39085  -0.11
O8 9.70093 -21.00022 20.32910  -0.21
C21 9.81145 -20.14303 19.19495  -0.19
C22 8.77989 -18.99470 19.17172  -0.20
N4 9.04518 -17.90627 20.10880  -0.06
C23 7.91443 -16.96628 20.19295  -0.19
C24 8.21815 -15.65557 20.90014  -0.17
O9 8.58439 -15.80275 22.28952  -0.24
C25 8.65111 -14.51375 22.90814  -0.08
H49 8.64468 -22.46831 21.20825  0.09
H50 8.42389 -22.33691 19.46303  0.08
H51 7.58245 -21.19000 20.54086  0.08
H52 9.57804 -20.67397 18.26617  0.11
H53 10.83686 -19.78167 19.16964  0.10
H54 7.83210 -19.45660 19.48894  0.10
H55 8.65872 -18.67592 18.13656  0.13
H56 9.22331 -18.33402 21.00960  0.09
H57 7.08018 -17.56378 20.58592  0.12
H58 7.63976 -16.79505 19.14948  0.12
H59 7.35422 -14.99429 20.77858  0.13
H60 9.06507 -15.09248 20.49142  0.13
H61 9.00399 -13.74417 22.21812  0.09
H62 9.32428 -14.69205 23.74678  0.09
H63 7.68761 -14.16265 23.28309  0.10
C26 19.85358 -26.44300 27.19802  -0.10
O10 19.31602 -27.11275 26.07281  -0.20
C27 17.89352 -27.23305 26.09626  -0.20
C28 17.30208 -26.01710 25.41995  -0.23
N5 17.64273 -26.02428 24.01185  -0.06
C29 17.28995 -24.81783 23.28831  -0.19
C30 15.77161 -24.55395 23.13070  -0.22
O11 15.72947 -23.39109 22.34800  -0.21
C31 14.41532 -22.97754 22.01863  -0.10
H64 20.92521 -26.25124 27.12272  0.09
H65 19.85352 -27.14327 28.04178  0.09
H66 19.31412 -25.50685 27.34259  0.08
H67 17.56232 -27.27795 27.13794  0.12
H68 17.64091 -28.15533 25.57946  0.13
H69 17.54936 -25.09132 25.96539  0.11
H70 16.20616 -26.04559 25.46369  0.12
H71 18.64438 -26.17789 23.95670  0.11
H72 17.77646 -24.70412 22.32097  0.13
H73 17.69496 -23.97366 23.87378  0.09
H74 15.32276 -24.46421 24.12647  0.12
H75 15.29270 -25.39530 22.61551  0.13
H76 14.52162 -22.14558 21.32670  0.07
H77 13.85981 -22.62895 22.89516  0.09
H78 13.81992 -23.77569 21.56562  0.08
C32 21.20676 -20.39528 22.94152  -0.09
O12 19.86471 -20.16131 23.34576  -0.20
C33 19.02577 -21.24822 22.99092  -0.22
C34 17.65151 -21.07999 23.63256  -0.19
N6 17.75215 -20.62741 25.01644  -0.07
C35 18.05530 -21.68149 25.99446  -0.19
C36 18.53796 -21.03320 27.25254  -0.23
O13 19.91530 -20.75564 27.20586  -0.18
C37 20.42314 -19.77703 28.07035  -0.11
H79 21.82474 -19.58584 23.32010  0.09
H80 21.23390 -20.35791 21.84706  0.09
H81 21.54406 -21.37629 23.28057  0.09
H82 19.46982 -22.19802 23.31097  0.11
H83 18.95462 -21.26506 21.89763  0.12
H84 17.06350 -21.99578 23.54070  0.09
H85 17.08891 -20.38012 23.00441  0.11
H86 18.54480 -19.99400 25.04088  0.10
H87 18.75011 -22.42765 25.58309  0.12
H88 17.13290 -22.26421 26.09081  0.12
H89 18.33519 -21.65794 28.13523  0.13
H90 17.98727 -20.10682 27.46239  0.13
H91 20.13680 -18.74274 27.84569  0.08
H92 21.50294 -19.76775 27.92635  0.09
H93 20.18212 -20.00158 29.11207  0.09
O14 10.51644 -19.76012 24.08875  -0.11
H94 9.67361 -19.83851 24.55308  0.07
H95 10.45414 -20.39997 23.33131  0.11
O15 14.98143 -19.84998 25.94542  -0.10
H96 14.43005 -19.60790 25.19083  -0.03
H97 15.86529 -19.99825 25.56052  -0.01
O16 12.82451 -16.32730 25.24078  -0.16
H98 13.48452 -15.94215 24.58433  0.00
H99 12.72796 -15.66269 25.93293  0.07
O17 10.77549 -17.14300 22.87477  -0.16
H100 11.38845 -16.77291 22.20216  0.03
H101 9.92821 -16.62685 22.77633  0.03